[1]
{"formula": "C48H46FI2LaN13O6", "method": "ωB97M-V/def2-TZVPD", "species": ["La", "C", "C", "O", "C", "C", "C", "N", "N", "C", "O", "C", "C", "C", "C", "C", "C", "H", "H", "H", "H", "H", "H", "H", "H", "H", "H", "H", "H", "C", "N", "C", "N", "C", "N", "C", "C", "C", "C", "C", "C", "C", "N", "N", "C", "O", "C", "C", "C", "C", "C", "C", "N", "C", "N", "C", "N", "C", "H", "H", "H", "H", "H", "H", "H", "H", "H", "H", "H", "H", "H", "H", "H", "H", "C", "C", "N", "C", "C", "C", "O", "O", "C", "O", "C", "C", "C", "F", "C", "C", "C", "N", "C", "C", "N", "C", "C", "H", "H", "H", "H", "H", "H", "H", "H", "H", "H", "H", "H", "H", "H", "H", "H", "H", "H", "I", "I"], "coordinates": [[-0.00195, -0.15536, 0.10190], [1.10603, -4.75453, -0.65807], [0.82964, -3.46948, 0.07624], [0.82615, -2.41514, -0.63944], [0.50167, -3.49883, 1.43754], [0.39782, -2.31825, 2.21047], [-0.62700, -2.20881, 3.30802], [1.14281, -1.24208, 2.01028], [2.38974, -1.50230, 1.37875], [2.87298, -0.79284, 0.42757], [2.25453, 0.19110, -0.26820], [4.29051, -0.99899, 0.01406], [4.81025, -0.28048, -1.05680], [6.13365, -0.45941, -1.44110], [6.94257, -1.35626, -0.76056], [6.42488, -2.07373, 0.31170], [5.10695, -1.89645, 0.69807], [0.24613, -4.98948, -1.29353], [1.96155, -4.59468, -1.31423], [1.29653, -5.59933, 0.00015], [0.23604, -4.44792, 1.88605], [-1.04732, -3.18841, 3.53611], [-0.19685, -1.77585, 4.21090], [-1.46398, -1.57630, 2.99425], [4.17318, 0.42369, -1.57099], [6.53561, 0.10953, -2.27011], [7.97530, -1.49363, -1.05536], [7.05461, -2.76941, 0.85176], [4.70107, -2.44789, 1.53526], [-1.65078, 2.99014, 5.09589], [-1.72182, 2.37814, 3.77465], [-0.98540, 1.39019, 3.28563], [-1.36759, 1.11229, 2.04819], [-2.35776, 2.01722, 1.82460], [-2.61997, 2.80022, 2.84209], [-1.90744, 2.00085, 6.20714], [-1.36460, 2.23396, 7.46402], [-1.60115, 1.35288, 8.51140], [-2.36974, 0.21948, 8.30462], [-2.90734, -0.01955, 7.04476], [-2.68632, 0.86963, 6.00269], [-3.70352, -1.23718, 6.82681], [-4.09130, -2.11056, 7.67504], [-4.82412, -3.07938, 6.92382], [-4.78822, -2.67241, 5.71351], [-4.09954, -1.51000, 5.55026], [-5.38967, -3.28227, 4.51848], [-6.06956, -4.49279, 4.65038], [-6.65351, -5.07367, 3.54078], [-6.55554, -4.45358, 2.29866], [-5.87895, -3.25137, 2.16496], [-5.78526, -2.57797, 0.82061], [-4.40315, -2.35195, 0.40646], [-3.63750, -1.29072, 0.63816], [-2.40798, -1.51102, 0.20332], [-2.49063, -2.77629, -0.29463], [-3.67530, -3.32725, -0.19338], [-5.29568, -2.66641, 3.28323], [-2.38678, 3.79220, 5.07640], [-0.66198, 3.43767, 5.20168], [-0.18936, 0.89958, 3.82542], [-2.87125, 2.11589, 0.88001], [-0.74232, 3.10569, 7.63092], [-1.17111, 1.54284, 9.48544], [-2.54718, -0.48478, 9.10604], [-3.11479, 0.67892, 5.02739], [-6.13342, -4.96204, 5.62282], [-7.18063, -6.01293, 3.63908], [-7.00243, -4.91466, 1.42610], [-6.27283, -1.60232, 0.81262], [-6.24684, -3.18690, 0.04683], [-4.00857, -0.39683, 1.11631], [-1.64422, -3.27387, -0.73876], [-4.76360, -1.72648, 3.19687], [-2.01546, 2.92365, -7.38679], [-0.64759, 2.79472, -6.74904], [-0.63988, 1.87892, -5.59918], [-0.81788, 2.39443, -4.36054], [-0.83398, 1.67410, -3.20737], [-1.09810, 2.39891, -1.90826], [-1.88448, 3.33083, -1.89943], [-0.45572, 1.90235, -0.91137], [-0.72012, 0.25798, -3.28630], [-0.77849, -0.51286, -2.30987], [-0.60526, -0.32014, -4.62998], [-0.50496, -1.70563, -4.77257], [-0.38426, -2.24336, -6.01851], [-0.32048, -3.58462, -6.16582], [-0.31785, -1.44642, -7.16924], [-0.40729, -0.07572, -7.03231], [-0.55824, 0.50161, -5.76168], [-0.14911, -1.98435, -8.48528], [0.55073, -3.25076, -8.65250], [0.93038, -3.39441, -10.14252], [0.66224, -2.07469, -10.81701], [-0.81678, -1.77422, -10.81424], [-1.31315, -1.92258, -9.36161], [-1.97647, 3.61787, -8.22677], [-2.74392, 3.30016, -6.66863], [-2.38179, 1.96283, -7.75326], [-0.28596, 3.75005, -6.37338], [0.10878, 2.45724, -7.45792], [-0.95969, 3.46778, -4.32008], [-0.52574, -2.33704, -3.89325], [-0.33472, 0.53163, -7.92298], [-0.04840, -4.11691, -8.36276], [1.44849, -3.24234, -8.03845], [0.32011, -4.11999, -10.67636], [1.97986, -3.63207, -10.29651], [1.04284, -2.04886, -11.76012], [1.11608, -1.34950, -10.25792], [-1.26827, -2.48425, -11.50356], [-0.92960, -0.76755, -11.21098], [-1.94352, -2.81427, -9.26352], [-1.91802, -1.05922, -9.09984], [2.07759, 2.10531, 1.31835], [1.70334, 4.00730, 3.18531]], "forces_ev_per_angstrom": [[-1.510, -0.196, -0.860], [-0.114, -0.047, -0.065], [0.076, -0.001, 0.213], [-0.297, -0.097, 0.008], [0.104, -0.028, -0.058], [0.266, 0.100, -0.059], [-0.167, -0.027, -0.007], [0.936, -0.355, 0.191], [-0.171, -0.216, 0.269], [-0.075, 0.699, -0.394], [0.653, -0.404, 0.675], [-0.093, -0.314, 0.163], [0.090, -0.015, 0.010], [-0.049, 0.011, 0.011], [-0.007, -0.020, 0.029], [-0.001, 0.012, -0.011], [0.099, -0.072, 0.005], [0.048, -0.031, -0.026], [0.014, -0.013, 0.018], [-0.010, 0.036, 0.042], [0.009, -0.007, -0.022], [0.052, -0.005, 0.012], [0.019, -0.005, -0.004], [0.027, 0.021, -0.012], [-0.005, 0.010, -0.028], [-0.009, 0.005, -0.002], [-0.006, 0.011, -0.009], [-0.004, 0.004, -0.003], [-0.046, 0.024, -0.016], [0.055, -0.058, -0.264], [-0.268, 0.234, -0.024], [0.141, -0.198, -0.026], [0.002, 0.043, 0.049], [-0.200, 0.132, -0.153], [0.286, -0.241, 0.266], [-0.038, -0.002, 0.017], [0.038, -0.007, 0.100], [-0.044, -0.032, -0.092], [0.073, 0.083, 0.091], [-0.176, -0.355, 0.128], [0.070, 0.120, -0.060], [0.250, 0.552, -0.366], [-0.553, -0.809, -0.359], [0.520, 0.600, 0.706], [-0.080, 0.105, -0.681], [-0.055, -0.176, 0.321], [0.025, -0.120, 0.430], [-0.047, -0.033, -0.017], [0.045, 0.078, -0.032], [-0.005, -0.059, 0.025], [-0.028, -0.005, 0.051], [0.197, 0.047, -0.230], [-0.077, -0.212, -0.036], [0.065, 0.146, 0.055], [-0.118, -0.089, 0.055], [0.133, -0.060, -0.121], [-0.101, 0.221, 0.158], [-0.003, 0.055, -0.140], [-0.028, -0.011, 0.068], [-0.012, 0.032, 0.046], [-0.021, 0.007, -0.010], [0.037, 0.031, 0.008], [-0.012, 0.003, -0.035], [-0.001, 0.006, -0.008], [-0.023, -0.016, -0.028], [-0.021, -0.037, 0.015], [0.013, 0.023, 0.005], [0.001, 0.004, -0.017], [-0.005, -0.006, 0.012], [-0.033, -0.011, 0.103], [-0.018, -0.022, 0.017], [0.082, 0.021, -0.031], [-0.047, -0.021, -0.016], [-0.002, -0.002, 0.004], [-0.128, 0.014, -0.077], [0.250, -0.116, 0.207], [-0.047, -0.202, -0.127], [0.025, -0.007, 0.064], [-0.138, 0.293, -0.522], [0.137, -0.333, 0.413], [0.102, 0.070, -0.092], [-0.453, 0.574, -0.354], [-0.196, -0.449, 0.340], [0.052, 0.020, -0.103], [0.158, 0.166, -0.070], [-0.021, 0.021, 0.053], [0.039, -0.039, -0.193], [-0.054, -0.031, 0.118], [0.104, -0.010, -0.092], [0.033, -0.147, 0.154], [-0.023, 0.380, -0.163], [-0.149, 0.052, 0.008], [0.086, -0.077, -0.025], [-0.026, 0.282, -0.247], [-0.140, -0.045, 0.161], [0.382, -0.096, -0.119], [-0.048, 0.037, -0.009], [0.001, -0.003, 0.014], [0.028, 0.016, 0.010], [0.031, -0.002, 0.008], [-0.111, 0.060, -0.040], [-0.033, 0.013, -0.026], [-0.005, -0.009, 0.063], [-0.006, 0.047, 0.028], [-0.010, 0.019, 0.012], [0.010, 0.015, -0.007], [-0.009, 0.001, 0.028], [0.018, -0.081, 0.085], [0.000, -0.062, 0.070], [-0.012, -0.042, -0.065], [0.032, 0.028, 0.036], [-0.115, 0.037, 0.034], [-0.070, 0.013, 0.049], [0.009, -0.017, 0.004], [-0.028, -0.012, 0.026], [0.561, 0.385, 0.146], [-0.077, 0.194, 0.149]], "lowdin_charge": [1.97, -0.02, -0.50, -0.20, -0.04, -0.41, -0.04, -0.13, 0.07, -0.55, -0.60, -0.15, -0.03, -0.09, -0.10, -0.08, -0.03, 0.08, 0.09, 0.08, 0.10, 0.08, 0.08, 0.05, 0.11, 0.10, 0.10, 0.10, 0.11, -0.08, -0.13, -0.22, -0.03, -0.21, 0.14, -0.19, -0.03, -0.05, -0.01, -0.13, 0.03, -0.29, 0.14, 0.14, -0.30, 0.11, -0.13, -0.01, -0.05, -0.02, -0.20, -0.07, -0.12, -0.14, 0.01, -0.19, 0.14, 0.03, 0.14, 0.07, 0.14, 0.12, 0.12, 0.11, 0.12, 0.12, 0.12, 0.11, 0.12, 0.14, 0.13, 0.13, 0.10, 0.12, -0.06, -0.19, -0.03, 0.05, -0.02, -0.61, 0.06, -0.29, -0.28, -0.10, -0.03, 0.11, -0.19, 0.07, -0.15, 0.06, -0.11, -0.12, -0.13, -0.06, 0.04, -0.06, -0.11, 0.08, 0.09, 0.07, 0.13, 0.11, 0.15, 0.15, 0.11, 0.13, 0.14, 0.14, 0.14, 0.18, 0.18, 0.13, 0.13, 0.14, 0.13, 0.54, 0.09], "charge": 1, "e_tot_ha": -3746.8244, "gap_ev": 5.301, "e_lumo_ev": -3.3}

---

[2]
{"formula": "C48H47AlNO4P3S3", "method": "ωB97M-V/def2-TZVPD", "species": ["Al", "S", "P", "C", "P", "S", "C", "C", "C", "C", "C", "C", "C", "C", "C", "C", "C", "C", "C", "C", "C", "C", "C", "C", "C", "C", "C", "C", "C", "C", "H", "H", "H", "H", "H", "H", "H", "H", "H", "H", "H", "H", "H", "H", "H", "H", "H", "H", "H", "H", "N", "C", "C", "C", "C", "C", "C", "C", "H", "H", "H", "H", "H", "C", "C", "O", "P", "O", "C", "C", "O", "C", "C", "H", "H", "H", "H", "H", "H", "H", "H", "H", "H", "H", "H", "H", "H", "H", "C", "C", "O", "S", "C", "C", "C", "C", "C", "C", "C", "C", "H", "H", "H", "H", "H", "H", "H"], "coordinates": [[-0.75479, 0.37916, 0.39130], [1.64032, -0.96780, -2.33755], [1.99327, 0.75528, -1.46352], [0.82731, 1.25384, -0.27778], [0.85352, 2.55876, 0.80504], [-0.90597, 2.29558, 1.81760], [0.91217, 4.22606, 0.08151], [-0.26276, 4.84556, -0.33213], [-0.21362, 6.03961, -1.03680], [1.01038, 6.61939, -1.34079], [2.18625, 6.01076, -0.92639], [2.13667, 4.82206, -0.21413], [2.14881, 2.57301, 2.08599], [2.75840, 1.37224, 2.43020], [3.65629, 1.31689, 3.48550], [3.95250, 2.46580, 4.20506], [3.34522, 3.66874, 3.86928], [2.44338, 3.72246, 2.81633], [2.16114, 2.07305, -2.71535], [1.07514, 2.90503, -2.97077], [1.14797, 3.87823, -3.95604], [2.31176, 4.03075, -4.69623], [3.39432, 3.19367, -4.46042], [3.31592, 2.21409, -3.48093], [3.64011, 0.69858, -0.64784], [4.05382, -0.51388, -0.09767], [5.21550, -0.59006, 0.65607], [5.99501, 0.54409, 0.85237], [5.60652, 1.74886, 0.28809], [4.43333, 1.82468, -0.45212], [-1.21571, 4.38602, -0.09803], [-1.13297, 6.51806, -1.34990], [1.04844, 7.54635, -1.89863], [3.14353, 6.45818, -1.16077], [3.05704, 4.36153, 0.12146], [2.54024, 0.48404, 1.85298], [4.13529, 0.37659, 3.72965], [4.65820, 2.42702, 5.02530], [3.57142, 4.56654, 4.43011], [1.96553, 4.66188, 2.56651], [0.17304, 2.78512, -2.38440], [0.29710, 4.52176, -4.14152], [2.37284, 4.79453, -5.46141], [4.29998, 3.29704, -5.04482], [4.15566, 1.55042, -3.31819], [3.45530, -1.39720, -0.28811], [5.52046, -1.53957, 1.08031], [6.90592, 0.48533, 1.43479], [6.21287, 2.63521, 0.42722], [4.14528, 2.77026, -0.89324], [0.10665, -0.86009, 1.80395], [0.89044, -1.62343, 2.14153], [1.86648, -2.58243, 2.55657], [2.37044, -3.47329, 1.61121], [3.34775, -4.37436, 1.99749], [3.81278, -4.37648, 3.30596], [3.30807, -3.47992, 4.23979], [2.33111, -2.57229, 3.87016], [1.99932, -3.44430, 0.59430], [3.74894, -5.07239, 1.27565], [4.57800, -5.08232, 3.60118], [3.67835, -3.48751, 5.25581], [1.93213, -1.85788, 4.57760], [-5.92629, -2.61243, 0.57988], [-4.61474, -2.10063, 1.12151], [-4.80895, -0.72937, 1.53546], [-3.46204, 0.10435, 1.88176], [-4.17525, 1.42407, 2.48835], [-4.03833, 1.68439, 3.89722], [-4.54967, 3.07888, 4.15786], [-3.02105, 0.72264, 0.42354], [-3.67692, 1.78058, -0.31612], [-4.96404, 1.29867, -0.94283], [-5.81493, -3.64847, 0.25582], [-6.24682, -2.01461, -0.27438], [-6.70468, -2.56917, 1.34157], [-3.82775, -2.14532, 0.36521], [-4.28992, -2.68459, 1.98609], [-2.98548, 1.59648, 4.17716], [-4.61240, 0.94240, 4.45757], [-3.96386, 3.80589, 3.59512], [-4.46766, 3.31549, 5.21937], [-5.59481, 3.16588, 3.86151], [-2.95232, 2.07434, -1.07661], [-3.83303, 2.62114, 0.35930], [-4.77795, 0.42085, -1.56261], [-5.37363, 2.08827, -1.57526], [-5.70047, 1.04381, -0.18249], [-3.39341, -9.44616, -4.21215], [-3.21761, -8.08296, -3.58932], [-3.25577, -7.88500, -2.40700], [-2.91455, -6.80725, -4.80394], [-2.56279, -5.42022, -3.76189], [-1.25223, -4.98425, -3.61192], [-0.97263, -3.88684, -2.81474], [-2.00278, -3.21732, -2.15096], [-3.31823, -3.65780, -2.31746], [-3.59688, -4.74993, -3.11878], [-1.68919, -2.09349, -1.31784], [-1.37802, -1.18071, -0.58384], [-4.18483, -9.97165, -3.68126], [-2.46446, -10.00304, -4.08211], [-3.62354, -9.38842, -5.27440], [-0.45222, -5.50653, -4.12008], [0.04215, -3.52898, -2.69793], [-4.12145, -3.13054, -1.81976], [-4.61638, -5.08940, -3.24698]], "forces_ev_per_angstrom": [[0.145, -0.209, 0.003], [0.009, -0.039, 0.034], [0.053, 0.055, 0.014], [-0.040, 0.059, -0.090], [0.001, -0.083, 0.084], [0.064, 0.036, -0.021], [0.059, 0.008, -0.019], [-0.016, 0.013, -0.012], [0.002, -0.019, 0.008], [0.005, -0.004, -0.002], [-0.012, -0.012, -0.002], [-0.016, 0.006, -0.002], [0.017, 0.087, -0.010], [0.028, -0.015, 0.029], [-0.015, 0.005, -0.043], [0.004, 0.001, 0.002], [-0.016, -0.012, -0.023], [0.024, -0.009, 0.016], [-0.025, 0.049, 0.008], [0.040, -0.002, 0.037], [0.025, 0.023, -0.019], [-0.026, -0.004, 0.007], [0.007, -0.042, 0.036], [0.001, 0.003, -0.033], [-0.006, -0.004, 0.021], [0.043, 0.031, -0.023], [-0.016, 0.010, -0.033], [-0.015, -0.028, 0.000], [-0.020, 0.003, 0.010], [-0.022, 0.024, -0.008], [-0.003, -0.003, 0.007], [0.000, -0.004, -0.002], [-0.005, 0.001, 0.003], [-0.001, 0.006, 0.005], [0.009, -0.020, -0.010], [-0.017, 0.028, -0.003], [0.016, 0.002, 0.009], [0.001, -0.001, 0.001], [0.000, 0.001, 0.002], [-0.003, -0.003, 0.006], [-0.004, -0.003, 0.005], [-0.003, 0.002, 0.004], [0.003, -0.001, 0.000], [-0.004, 0.005, -0.002], [0.025, -0.024, 0.024], [0.000, -0.001, 0.005], [0.001, -0.003, 0.002], [0.001, 0.000, 0.002], [0.004, 0.001, -0.002], [-0.022, 0.015, -0.024], [0.017, -0.018, -0.022], [-0.209, -0.026, 0.148], [0.102, 0.121, -0.066], [-0.012, -0.036, -0.039], [0.000, 0.010, -0.003], [0.002, -0.002, 0.005], [-0.002, 0.004, 0.004], [0.017, -0.010, -0.003], [-0.005, 0.012, -0.006], [-0.002, 0.000, -0.003], [0.001, -0.001, 0.001], [0.001, 0.002, 0.002], [-0.001, -0.004, 0.006], [-0.012, -0.027, -0.031], [-0.023, 0.025, -0.009], [0.047, 0.023, 0.006], [-0.187, 0.037, 0.095], [-0.002, -0.083, 0.025], [0.013, 0.022, -0.036], [0.008, 0.038, 0.013], [0.033, -0.038, -0.073], [0.041, -0.005, 0.049], [-0.029, 0.009, -0.022], [-0.002, 0.000, 0.008], [0.007, 0.000, 0.002], [0.001, 0.008, 0.003], [-0.001, -0.001, -0.001], [0.008, -0.014, -0.002], [0.005, -0.014, 0.009], [-0.013, 0.001, -0.004], [0.001, -0.005, -0.001], [-0.002, -0.004, 0.001], [0.000, -0.003, 0.000], [-0.002, 0.004, -0.009], [-0.011, 0.004, -0.002], [0.002, 0.001, 0.002], [0.001, -0.001, -0.002], [0.007, 0.000, -0.001], [-0.062, 0.015, 0.002], [0.055, -0.041, 0.044], [-0.001, 0.018, -0.002], [0.047, -0.007, -0.039], [-0.072, 0.031, 0.018], [0.020, 0.013, 0.014], [0.001, -0.035, -0.008], [0.079, 0.039, -0.063], [0.024, 0.020, 0.011], [-0.001, -0.004, -0.003], [-0.169, -0.140, 0.154], [0.008, 0.119, -0.148], [-0.004, -0.017, -0.005], [0.005, 0.020, -0.002], [0.006, 0.002, -0.006], [0.002, 0.002, -0.006], [-0.002, 0.003, -0.007], [-0.014, 0.001, 0.006], [0.004, 0.005, 0.002]], "lowdin_charge": [-0.16, 0.27, 0.39, -0.58, 0.55, 0.51, -0.34, -0.10, -0.08, -0.08, -0.07, -0.09, -0.33, -0.09, -0.08, -0.08, -0.08, -0.08, -0.34, -0.09, -0.08, -0.09, -0.08, -0.09, -0.34, -0.12, -0.08, -0.09, -0.08, -0.10, 0.08, 0.10, 0.10, 0.11, 0.09, 0.08, 0.10, 0.10, 0.10, 0.11, 0.09, 0.10, 0.10, 0.10, 0.11, 0.05, 0.10, 0.10, 0.10, 0.09, 0.25, -0.03, -0.20, -0.01, -0.06, -0.06, -0.07, -0.02, 0.13, 0.11, 0.11, 0.11, 0.12, -0.08, -0.30, -0.30, 0.85, -0.32, -0.31, -0.07, -0.45, -0.25, -0.06, 0.08, 0.08, 0.08, 0.08, 0.12, 0.10, 0.12, 0.08, 0.08, 0.08, 0.12, 0.11, 0.08, 0.08, 0.07, -0.08, -0.75, 0.04, 1.01, -0.54, -0.08, -0.02, -0.23, -0.02, -0.09, -0.09, -0.03, 0.09, 0.09, 0.06, 0.11, 0.09, 0.10, 0.11], "e_tot_ha": -4674.2227, "gap_ev": 7.072, "e_lumo_ev": -0.2}